(P)
Here is a 3-piece molecular cluster, C4H16N2O2 overall from the OMol25 dataset. Energies are from ωB97M-V with the def2-TZVPD basis set.

Structure (ORCA input):
```
! RIJCOSX wB97M-V def2-TZVPD def2/J DEFGRID3
* xyz -1 2
H -2.11590 -1.57626 0.37953
C -1.38443 -1.46263 -0.49476
H -1.36462 -3.62301 -0.68728
C -0.68669 -2.80581 -0.68332
H 3.14908 0.43183 -0.59805
H -1.29095 2.80034 1.32864
H -0.33123 -3.13435 0.23779
N -0.42308 -0.42107 -0.16562
H 0.57568 1.77657 -1.15662
H 1.45123 1.06192 -2.64205
H -1.54155 -0.27162 2.23413
H 2.56983 1.80638 -0.27046
H -0.65320 1.46152 1.30846
C 1.39350 0.91563 -1.57294
H 0.10781 -2.82714 -1.39051
H 1.64739 -1.08914 -0.86620
C 0.78370 -0.41412 -1.15322
H -0.87714 0.29390 3.37804
N 2.75723 1.21091 -1.12948
H -0.83108 0.45357 -0.39741
H 0.93892 -1.16422 -1.95285
O -1.65814 0.38557 2.85668
H -2.07050 -1.06767 -1.32706
O -0.38427 2.33193 1.50744
*
```

Computed properties:
Highest occupied orbital energy (spin up / spin down): 1.03 / -5.58 eV
Gap between HOMO and LUMO (spin up / spin down): 2.7 / 9.2 eV
Expectation value of S²: 0.750

---

(Q)
Here is a 3-piece molecular cluster, C4H16N2O2 overall from the OMol25 dataset. Energies are from ωB97M-V with the def2-TZVPD basis set.

Structure (ORCA input):
```
! RIJCOSX wB97M-V def2-TZVPD def2/J DEFGRID3
* xyz -1 2
H 1.94645 2.11681 -0.01815
H 0.06344 0.17441 -1.14758
O 0.64929 -1.39034 -2.50213
N 0.36408 0.82436 -0.41788
H -2.85372 -0.78045 1.55977
H 2.49145 -2.00353 0.73770
H -0.37022 -1.78871 0.46848
H -2.21074 -0.78514 -0.01946
H -2.25058 1.43881 1.74306
H 0.39057 -2.28227 -2.19583
C -0.76406 1.54599 0.11388
C -1.41619 0.87527 1.34362
H -0.66968 0.73533 2.13108
C -1.92569 -0.55803 1.03685
H 1.73527 1.85462 -1.79594
H 2.34384 0.55783 -0.83909
C 1.62348 1.41852 -0.79844
O 2.37228 -1.30070 0.09737
H -1.61912 1.58730 -0.60023
H 1.87401 -0.60360 0.55015
N -0.93751 -1.61867 1.29781
H 0.00660 -1.20165 -3.21450
H -0.43516 2.56747 0.34289
H -0.40808 -1.38365 2.12654
*
```

Computed properties:
Highest occupied orbital energy (spin up / spin down): 0.87 / -4.96 eV
Gap between HOMO and LUMO (spin up / spin down): 2.7 / 8.5 eV
Expectation value of S²: 0.750

---

The structure with the least stability is (P).

---

(P)
Here is a 3-piece molecular cluster, C2H7O4 overall from the OMol25 dataset. Energies are from ωB97M-V with the def2-TZVPD basis set.

Structure (ORCA input):
```
! RIJCOSX wB97M-V def2-TZVPD def2/J DEFGRID3
* xyz 0 2
H 4.85451 -0.90754 1.49617
H -3.13848 1.13271 0.38922
H -2.04003 2.13847 -0.39855
H 1.60691 -1.14438 0.79875
O 1.68063 -0.56909 0.03772
H 3.36393 -1.08189 1.29180
H -3.49471 1.43161 -1.33085
O 4.05976 -1.20513 1.94643
C -2.70719 1.30348 -0.60122
O -0.64750 0.16217 -1.04248
C -1.94272 0.07596 -0.98908
O -2.43414 -1.00052 -1.22495
H 0.83905 -0.33585 -0.37296
*
```

Computed properties:
Highest occupied orbital energy (spin up / spin down): -11.19 / -11.18 eV
Gap between HOMO and LUMO (spin up / spin down): 11.7 / 7.4 eV
Expectation value of S²: 0.756

---

(Q)
Here is a 3-piece molecular cluster, C2H7O4 overall from the OMol25 dataset. Energies are from ωB97M-V with the def2-TZVPD basis set.

Structure (ORCA input):
```
! RIJCOSX wB97M-V def2-TZVPD def2/J DEFGRID3
* xyz 0 2
O 1.56673 1.04731 2.56477
O -0.06293 0.05582 1.25834
H 1.89705 -1.75502 1.39847
C 1.08678 0.20498 1.74150
H 3.01147 -0.50152 2.09658
C 2.25569 -0.72002 1.25706
H 2.66364 -0.46283 0.35242
O -2.88287 0.59214 -3.09882
H -2.35578 -0.14075 -0.56012
H -2.36408 0.16632 -3.80901
O -1.68092 0.54269 -0.67195
H -0.92298 0.28290 -0.19819
H -2.21180 0.68797 -2.33107
*
```

Computed properties:
Highest occupied orbital energy (spin up / spin down): -10.38 / -10.38 eV
Gap between HOMO and LUMO (spin up / spin down): 10.8 / 6.4 eV
Expectation value of S²: 0.755

---

The structure with the least stability is (Q).

---

(P)
Here is a 2-piece molecular cluster, C4H4S3 overall from the OMol25 dataset. Energies are from ωB97M-V with the def2-TZVPD basis set.

Structure (ORCA input):
```
! RIJCOSX wB97M-V def2-TZVPD def2/J DEFGRID3
* xyz 0 1
C -1.29340 -0.66076 0.04245
H 1.17769 -1.66693 1.94264
S -2.81896 -0.91850 -0.68361
H -2.55444 0.09408 -1.59860
C 0.93601 -0.78013 1.36133
S 0.81015 0.78676 -2.59366
H 0.88092 0.20826 1.81097
C -0.28270 -0.88336 0.66143
H 1.79836 -0.77489 0.80850
C 0.73815 1.67081 -1.34926
S 0.60822 2.92467 -0.40219
*
```

Computed properties:
Highest occupied orbital energy: -8.59 eV
Gap between HOMO and LUMO: 8.2 eV

---

(Q)
Here is a 2-piece molecular cluster, C4H4S3 overall from the OMol25 dataset. Energies are from ωB97M-V with the def2-TZVPD basis set.

Structure (ORCA input):
```
! RIJCOSX wB97M-V def2-TZVPD def2/J DEFGRID3
* xyz 0 1
H -0.77456 -3.46939 -0.90423
C -1.11070 -0.78039 -0.20919
S 1.66265 -0.76654 -2.50205
S -1.31182 -2.19674 -1.10619
C 2.06979 0.00670 -1.24367
C -0.58048 1.31928 1.21549
S 2.45760 0.74804 0.08460
H 0.48576 1.64252 1.38570
C -0.66181 0.19041 0.35635
H -1.14643 1.19799 2.23043
H -1.09000 2.10812 0.69277
*
```

Computed properties:
Highest occupied orbital energy: -8.66 eV
Gap between HOMO and LUMO: 8.7 eV

---

The structure with the least stability is (Q).